# 1
Entry from the Open Molecules 2025 dataset: the ion C40H39NO2P with charge +1 at a distorted geometry (ωB97M-V/def2-TZVPD).

Geometry as XYZ:
```
83
Properties=species:S:1:pos:R:3:forces:R:3:mulliken_charge:R:1
C -1.6293 -3.2195 -4.4826 0.0800 -0.1069 -0.3042 -1.193
C -0.4626 -3.2279 -3.5550 0.0956 0.8932 0.6005 -0.228
O -0.5912 -1.9393 -2.8197 0.7630 -0.7150 1.5547 -0.230
C 0.2659 -1.8205 -1.8015 0.9744 -0.2787 -1.0700 -0.388
C 0.1540 -0.5048 -0.8715 0.2925 -1.1003 -2.2848 -0.486
P 1.9911 -0.4456 -0.3567 -0.3993 1.0168 2.5974 2.303
C 3.4231 -0.1231 -1.3938 0.0926 -0.2781 -1.1820 0.221
C 4.4015 0.8053 -1.0170 0.0056 0.3228 0.0808 -0.372
C 5.5817 0.9461 -1.7489 -0.1332 -0.3951 -0.2326 -0.876
C 5.7924 0.1474 -2.8781 0.0306 -0.0843 0.0065 -0.479
C 4.8256 -0.7888 -3.2586 0.1521 0.1060 0.1022 -0.879
C 3.6641 -0.9294 -2.5077 0.1556 0.0674 -0.2460 -0.350
C 1.8846 1.0472 0.6687 0.3371 0.3040 0.5974 0.079
C 2.1711 1.0265 2.0480 -0.2248 0.2533 -0.1426 -0.140
C 1.9860 2.1925 2.8131 0.2152 -0.1267 -0.2147 -1.055
C 1.5694 3.3711 2.1775 -0.2075 0.0834 -0.1595 -0.525
C 1.2835 3.4032 0.7962 0.3988 -0.4871 0.1557 -0.860
C 1.4675 2.2348 0.0429 -0.0454 0.2218 0.3313 -0.310
C 2.4974 -1.8196 0.7078 -0.0042 -0.7003 -0.0279 0.588
C 3.8457 -2.0710 1.0354 -0.2379 0.1001 0.0052 -0.738
C 4.1791 -3.1772 1.8294 -0.2523 0.3926 -0.1572 -0.728
C 3.1834 -4.0345 2.2968 0.0111 0.0709 -0.0424 -0.685
C 1.8545 -3.7979 1.9501 -0.0730 0.0634 -0.0989 -0.869
C 1.5198 -2.7235 1.1334 0.0884 0.1224 0.2606 -0.525
O 1.2275 -2.6102 -1.7034 -1.8709 1.9458 0.4435 -0.631
H -1.6519 -4.1572 -5.0137 -0.0786 -0.3635 -0.2951 0.464
H -2.5645 -3.1176 -3.9350 0.0196 0.0979 -0.0046 0.299
H -1.5179 -2.4207 -5.2129 -0.1803 0.0668 -0.0076 0.283
H -0.4801 -4.0401 -2.8245 -0.0179 0.1439 -0.0882 0.325
H 0.5250 -3.1824 -4.0111 -0.1539 -0.2834 -0.2634 0.277
H -0.0183 0.3799 -1.5073 0.7279 -0.3222 -0.3342 1.198
H 4.2588 1.4269 -0.1459 -0.0851 0.0738 0.0602 0.499
H 6.3420 1.6671 -1.4407 -0.3337 -0.2343 -0.0414 0.431
H 6.7247 0.2319 -3.4509 -0.4760 0.0314 0.2571 0.379
H 4.9769 -1.4258 -4.1325 0.0014 0.2315 0.3033 0.429
H 2.9427 -1.6801 -2.7758 -0.0693 -0.1456 -0.1474 0.517
H 2.5282 0.1025 2.5230 -0.2180 0.4388 -0.2166 0.446
H 2.1889 2.1724 3.9063 -0.1019 0.1030 -1.0047 0.665
H 1.4589 4.2906 2.7645 -0.0318 -0.4249 -0.2403 0.400
H 0.9322 4.3205 0.3010 0.2344 -0.4905 0.3903 0.391
H 1.2968 2.2462 -1.0418 -0.0270 0.0806 0.4585 0.460
H 4.6388 -1.4142 0.6657 -0.2934 -0.2187 0.1530 0.430
H 5.2202 -3.3458 2.0899 -0.1705 -0.0147 -0.0823 0.445
H 3.4419 -4.8957 2.9186 -0.0778 0.3380 -0.2151 0.411
H 1.0605 -4.4492 2.3049 0.1849 -0.0047 -0.0671 0.482
H 0.4832 -2.5782 0.8308 0.3373 -0.1262 0.1587 0.447
C -0.5753 -1.0864 2.9777 -0.3329 -0.2519 -0.2992 -1.601
C -0.9703 0.2505 2.4936 -0.5500 0.9103 -2.1647 0.385
N -1.2085 1.2989 3.3360 0.1136 -0.3428 0.0517 0.177
C -0.8721 1.3228 4.7293 0.2133 -0.0501 0.6106 -0.814
C -1.6716 2.3794 2.6252 -0.3005 -0.6053 -0.4792 -0.053
C -1.7698 2.0127 1.2514 0.1137 -0.2180 0.0728 1.294
C -2.3397 2.9631 0.3708 0.3615 -0.1082 0.7062 -0.173
C -2.6633 4.2267 0.8753 0.0612 -0.3133 -0.0347 -1.053
C -2.5500 4.5556 2.2456 -0.1310 0.1202 0.0735 -0.738
C -2.1095 3.5800 3.1523 -0.1581 1.1856 -1.8344 -1.188
C -1.2856 0.6229 1.1665 1.0261 -0.4133 1.2220 0.120
C -1.1625 -0.3990 0.0056 -1.8265 1.2223 0.2458 1.220
C -2.5136 -0.1500 -0.8739 0.9116 0.3612 -0.7481 -0.780
C -3.7170 0.0961 -0.2085 -0.6064 -0.7010 0.5982 -0.126
C -4.9592 0.1634 -0.8757 1.0961 -0.0210 0.4507 -0.945
C -5.0254 0.0936 -2.2689 -0.5064 -0.0470 0.2357 0.965
C -6.3352 0.1695 -3.0373 0.2115 -0.0038 0.0884 -1.491
C -3.8304 -0.0366 -2.9466 1.3406 -0.0933 0.0061 -1.184
C -2.5843 -0.1049 -2.2808 0.1740 -0.3063 0.1115 -0.131
H -1.0105 -1.8169 2.2653 0.3656 0.1781 0.6932 0.385
H 0.5130 -1.2364 3.0204 -0.3437 0.0127 0.2092 -0.019
H -1.0464 -1.2230 3.9508 0.2851 -0.4202 0.0334 0.761
H -1.4218 2.1063 5.2483 -0.0336 -0.0920 -0.1095 0.373
H -1.1153 0.3746 5.2092 -0.0751 0.0848 -0.0366 0.311
H 0.1969 1.5022 4.8895 -0.0848 0.0306 -0.0683 0.180
H -2.5445 2.6803 -0.6571 0.1106 0.2683 0.0345 0.521
H -3.0479 4.9715 0.1883 -0.0406 -0.0301 0.0570 0.422
H -2.8545 5.5853 2.5818 0.3452 -1.3341 -0.2811 0.359
H -2.0959 3.7903 4.1819 0.1167 0.1924 1.1376 0.412
H -1.2887 -1.3735 0.4421 -0.2157 -0.4487 0.2516 0.550
H -3.7013 0.1634 0.8926 -0.1474 -0.1014 -0.6681 0.347
H -5.8468 0.2238 -0.2542 -0.0298 0.1851 -0.2132 0.418
H -6.1887 -0.2598 -4.0439 -0.2432 0.1626 0.4464 0.349
H -7.1452 -0.3633 -2.5112 0.3314 0.2051 -0.2796 0.375
H -6.6375 1.2239 -3.1580 0.0523 -0.4057 0.0383 0.281
H -3.8366 -0.1645 -4.0296 0.0106 0.2868 0.1793 0.324
H -1.6575 -0.2142 -2.8716 -1.0494 0.2331 0.3172 0.445
```
Forces are in eV/Å.

Values from the calculation:
charge: +1
total energy: -56980.784 eV
orbital gap: 7.41 eV
HOMO level: -9.8806 eV
relative energy (zero: lowest compared OMol25 entry of this formula, charge and spin): 0.00 kcal/mol

# 2
Entry from the Open Molecules 2025 dataset: a cluster of 2 separate species, C18H36ClIO5PS2 in total at a distorted geometry (ωB97M-V/def2-TZVPD).

Geometry as XYZ:
```
64
Properties=species:S:1:pos:R:3:forces:R:3:nbo_charge:R:1
C -7.5301 -1.5335 3.6324 0.4879 0.3284 0.1195 -0.605
C -6.0008 -1.6243 3.7677 -0.1605 -0.6533 -0.2836 -0.399
C -5.3747 -2.7990 2.9787 -0.7448 0.2274 -0.0877 -0.396
C -4.4357 -2.3627 1.8618 0.2068 -0.3667 0.8269 -0.390
C -3.0512 -1.9406 2.3354 0.0925 0.6278 -0.6391 -0.393
C -2.2973 -1.2413 1.1751 0.1055 -0.5248 0.2863 -0.397
C -0.8388 -1.6907 1.0019 0.5394 0.4316 0.0684 -0.403
C 0.2020 -0.5838 1.3157 0.0844 -0.8408 -0.3734 -0.396
C 1.2081 -0.3760 0.1852 -0.1892 0.7069 -0.0639 -0.381
C 1.8774 1.0142 0.2197 0.3326 -0.2995 -0.4694 -0.397
C 3.4125 0.9543 0.1019 -0.5767 0.6486 0.6330 -0.393
C 3.9516 2.1344 -0.6999 0.4191 -0.8205 0.1330 -0.399
C 5.4604 2.0408 -0.9615 -0.0392 0.3364 -0.2366 -0.409
C 6.3291 2.8640 -0.0016 -0.3970 -0.1604 0.0060 -0.763
P 6.4467 4.6077 -0.4047 0.3076 0.8914 0.3530 1.340
S 4.6263 5.5561 -0.2173 -0.3300 -0.4040 0.1358 -0.133
Cl 7.6536 5.4239 0.9849 -0.0981 -0.2576 -0.3360 -0.143
C 7.2670 4.9379 -1.9986 -0.3923 0.1392 -0.4700 -0.897
C 6.4895 5.8682 -2.9430 0.6938 2.6228 -0.6607 0.422
O 6.8537 7.0151 -3.1337 -0.8792 -2.7570 0.6229 -0.467
I 4.7654 5.1110 -3.9812 0.4630 -0.0659 0.2577 0.148
H -8.0030 -2.4964 3.4689 0.0044 -0.1635 -0.0325 0.202
H -7.9447 -1.1095 4.5411 -0.2314 0.1479 0.0554 0.207
H -7.7682 -0.8666 2.8101 -0.3134 -0.0432 -0.1898 0.201
H -5.7633 -1.7350 4.8196 0.2448 0.2101 0.1742 0.199
H -5.5693 -0.7059 3.3780 0.1473 0.2730 0.3141 0.191
H -6.1990 -3.3339 2.5073 -0.0672 -0.2011 -0.0164 0.197
H -4.9267 -3.5042 3.6755 0.3350 -0.0958 -0.0844 0.201
H -4.3099 -3.1916 1.1686 -0.0090 0.0218 -0.3157 0.210
H -4.9057 -1.5272 1.3437 -0.0446 0.0437 -0.2344 0.189
H -2.4690 -2.7924 2.6766 -0.1094 -0.2397 0.1019 0.196
H -3.1234 -1.2415 3.1677 -0.0850 -0.0381 0.2364 0.193
H -2.8418 -1.4443 0.2609 -0.1065 0.0137 -0.2305 0.200
H -2.3539 -0.1672 1.3380 0.0498 0.1852 -0.1325 0.192
H -0.6249 -2.0523 -0.0121 -0.3163 0.1063 0.5232 0.229
H -0.6568 -2.5239 1.6761 0.0299 -0.1934 0.0032 0.196
H -0.3074 0.3580 1.4990 -0.0117 0.1173 0.2463 0.190
H 0.7636 -0.9073 2.1899 -0.0131 0.4717 0.3718 0.199
H 0.6907 -0.4468 -0.7690 -0.1072 -0.2259 -0.1189 0.207
H 1.9749 -1.1470 0.1848 -0.0067 -0.2206 0.0887 0.192
H 1.5184 1.5983 -0.6273 -0.2050 0.0629 -0.0931 0.192
H 1.5742 1.5711 1.1019 0.0712 0.0241 0.2366 0.203
H 3.7944 1.0287 1.1209 0.3933 -0.3610 0.0706 0.196
H 3.7071 0.0018 -0.3270 0.2054 -0.0600 -0.1513 0.206
H 3.4426 2.1274 -1.6579 -0.1812 0.3597 -0.1281 0.221
H 3.7220 3.0386 -0.1426 -0.2428 0.2319 -0.2190 0.190
H 5.8033 1.0139 -0.8864 -0.0104 -0.2014 0.0584 0.246
H 5.6619 2.3349 -1.9920 0.1443 0.0731 -0.1228 0.213
H 5.9474 2.8027 1.0177 -0.0666 0.0851 0.1598 0.282
H 7.3519 2.4913 0.0419 0.2421 0.1816 -0.0872 0.285
H 4.8297 6.6813 -0.9330 0.4737 -0.1439 -0.0022 0.204
H 8.2053 5.4413 -1.7925 0.1703 0.0732 0.1722 0.309
H 7.4836 4.0043 -2.5156 -0.1498 -0.2194 0.0818 0.302
C -4.0514 -2.7689 -3.9936 0.1503 0.2681 -0.3158 -0.099
C -3.2315 -3.9946 -4.3351 -0.3466 -0.3355 0.0473 -0.103
O -2.0989 -3.9188 -3.4570 -0.0027 0.3908 0.0042 -0.684
S -2.5389 -3.2456 -2.0724 -0.2394 -0.0798 -0.4353 2.555
O -2.8028 -4.2609 -1.1232 0.0219 0.0083 0.2987 -0.892
O -1.6466 -2.1810 -1.7863 0.0288 -0.0878 -0.4480 -0.910
O -3.9361 -2.6439 -2.5697 0.0786 -0.2796 0.0315 -0.684
H -3.6364 -1.8695 -4.4525 -0.0028 -0.0175 -0.0179 0.192
H -5.0948 -2.8720 -4.2772 -0.0623 -0.0115 0.2302 0.218
H -2.9057 -4.0066 -5.3709 0.2399 0.0397 0.0735 0.217
H -3.7756 -4.9149 -4.1138 -0.0255 0.0194 -0.0263 0.199
```
Forces are in eV/Å.

Values from the calculation:
charge: +1
total energy: -81062.600 eV
orbital gap: 7.67 eV
HOMO level: -11.4553 eV
relative energy (zero: lowest compared OMol25 entry of this formula, charge and spin): 0.00 kcal/mol

# 3
Entry from the Open Molecules 2025 dataset: the ion C7H18FNO2P with charge +1 at a distorted geometry (ωB97M-V/def2-TZVPD).

Geometry as XYZ:
```
30
Properties=species:S:1:pos:R:3:forces:R:3:lowdin_spin:R:1
C -3.7299 0.1509 0.1180 1.1122 0.6102 4.1937 0.032
C 2.4189 -2.5802 0.1890 -1.3790 -1.5374 1.0925 0.025
C 0.6956 -0.0688 -2.1317 -1.4159 1.0882 -1.8466 0.094
C -2.6233 -0.5793 -0.5946 0.4286 0.2190 2.2440 0.081
C 2.6255 -1.0545 0.0695 0.6537 -0.9941 3.1684 0.027
C -1.3953 -0.7289 0.2909 -3.6286 1.3791 1.1376 0.422
C -0.0718 1.8090 0.0153 2.0543 0.5054 3.8280 0.099
N 0.1272 1.6758 1.5199 -3.2398 1.3098 -2.4309 0.083
O 1.1004 2.3904 -0.6024 -0.9013 -1.3174 0.6107 0.044
O 1.4724 -0.2361 0.4866 2.8542 0.1591 1.5197 0.264
F -1.0564 -2.0250 0.5129 0.2174 0.5593 -0.1722 0.179
P 0.2407 0.0949 -0.3927 -0.4058 -3.7227 -3.1911 0.492
H -4.6350 0.0760 -0.3891 -1.4326 0.3257 -1.1961 0.006
H -3.4702 1.1734 0.4750 -0.2864 -0.3132 -0.9061 0.000
H -3.9347 -0.3282 1.1230 0.1803 0.0810 -1.0226 0.001
H 3.0180 -3.2117 -0.5322 -0.5310 1.1682 0.5298 0.001
H 2.7933 -2.8912 1.2275 -0.9350 0.2205 -1.4510 0.001
H 1.2869 -2.9008 0.0527 2.4239 0.7174 0.3717 0.010
H 1.1188 0.9430 -2.4347 -0.1467 -1.2498 0.1038 0.022
H 1.3742 -0.9054 -2.3627 -0.1128 0.4943 0.4692 0.009
H -0.1910 -0.2540 -2.8287 0.8645 0.3346 1.1288 0.003
H -2.4676 -0.0212 -1.4548 0.6050 0.3828 -2.1353 0.014
H -3.0341 -1.5252 -0.7066 -0.3649 -2.0274 -1.2162 0.010
H 2.8106 -0.8104 -0.9168 0.9675 0.8772 -1.7134 0.004
H 3.4061 -0.7747 0.8664 -0.8988 -0.0823 -1.8767 0.006
H -1.5050 -0.1322 1.2950 0.9627 -0.7711 -1.2825 0.049
H -1.0287 2.2924 -0.2900 0.7371 -0.5027 0.4094 0.007
H 0.0597 2.4792 2.0931 -0.6323 1.1843 0.2719 0.008
H 0.9304 1.2067 1.7554 2.2697 -1.2327 0.2943 0.003
H 0.7656 3.2185 -0.8616 -0.0199 2.1347 -0.9326 0.004
```
Forces are in eV/Å.

Values from the calculation:
charge: +1
total energy: -25127.856 eV
orbital gap (spin up / spin down): 5.45 / 5.49 eV
HOMO level (spin up / spin down): -7.9972 / -13.9326 eV
2S+1: 3